{
  "formula": "C33H26ClCuN2O3P",
  "method": "wB97M-V/def2-TZVPD",
  "elements": ["Cu", "C", "O", "C", "C", "C", "C", "C", "C", "N", "N", "C", "O", "C", "C", "C", "C", "C", "C", "C", "O", "H", "H", "H", "H", "H", "H", "H", "H", "H", "H", "H", "H", "Cl", "C", "C", "C", "C", "C", "C", "P", "C", "C", "C", "C", "C", "C", "C", "C", "C", "C", "C", "C", "H", "H", "H", "H", "H", "H", "H", "H", "H", "H", "H", "H", "H", "H"],
  "positions_angstrom": [[-1.141329, -0.248217, -0.013403], [-1.534678, 4.145400, 0.051060], [-2.670752, 4.085630, 0.899159], [-2.576872, 3.171206, 1.930652], [-2.709548, 3.653596, 3.212765], [-2.697865, 2.794886, 4.313024], [-2.532750, 1.444518, 4.083826], [-2.367801, 0.920344, 2.795750], [-2.252991, -0.533068, 2.696234], [-1.797050, -1.152664, 1.679901], [-1.801370, -2.533961, 1.725475], [-1.645298, -3.025083, 0.509265], [-1.528037, -2.387855, -0.578679], [-1.592505, -4.530550, 0.442609], [-1.749600, -5.327179, 1.574674], [-1.681089, -6.708310, 1.474865], [-1.452934, -7.311766, 0.243569], [-1.296867, -6.522954, -0.887237], [-1.368385, -5.140244, -0.787122], [-2.408221, 1.776721, 1.645996], [-2.299046, 1.383624, 0.425800], [-1.728554, 4.934200, -0.675879], [-1.380699, 3.197617, -0.463291], [-0.635165, 4.402545, 0.625730], [-2.835482, 4.723417, 3.337710], [-2.816167, 3.181077, 5.317191], [-2.528439, 0.752480, 4.920228], [-2.592480, -1.122974, 3.552026], [-1.923466, -4.838915, 2.523438], [-1.805750, -7.319982, 2.360736], [-1.399308, -8.391413, 0.166953], [-1.121550, -6.986175, -1.851302], [-1.257662, -4.503249, -1.655494], [-1.123270, 0.165066, -3.329962], [-0.314553, 1.682363, -3.071035], [-0.581453, 2.728561, -3.937528], [0.048932, 3.948988, -3.748709], [0.942734, 4.111302, -2.700316], [1.196846, 3.053013, -1.839894], [0.572350, 1.818758, -2.004472], [0.759393, 0.421286, -0.825406], [1.805795, -0.721101, -1.791069], [1.576614, -2.083535, -1.611386], [2.334967, -3.013418, -2.310893], [3.311753, -2.589343, -3.199230], [3.529293, -1.230828, -3.397725], [2.776733, -0.300358, -2.698140], [1.886500, 1.147843, 0.414930], [1.258552, 1.788812, 1.484469], [2.008075, 2.407126, 2.473539], [3.394863, 2.371324, 2.414259], [4.026512, 1.715609, 1.366540], [3.276658, 1.108075, 0.368109], [-1.286263, 2.583492, -4.744786], [-0.166267, 4.771762, -4.418538], [1.434167, 5.063104, -2.544634], [1.879881, 3.191667, -1.011356], [0.771244, -2.400705, -0.957318], [2.146753, -4.070746, -2.171309], [3.896174, -3.316257, -3.750165], [4.281281, -0.898422, -4.103024], [2.935409, 0.759202, -2.866251], [0.175593, 1.793726, 1.545447], [1.501694, 2.899324, 3.294422], [3.984282, 2.843066, 3.191047], [5.108161, 1.673552, 1.325495], [3.780306, 0.594986, -0.441342]],
  "atomic_forces_ev_per_a": [[0.05, -0.23, -0.03], [0.00, -0.02, -0.03], [0.00, 0.00, -0.01], [-0.01, 0.02, 0.03], [-0.01, 0.03, -0.03], [0.01, -0.05, 0.03], [-0.01, 0.05, -0.03], [-0.02, -0.01, 0.01], [0.01, -0.02, -0.01], [-0.03, -0.01, 0.08], [0.00, 0.02, -0.07], [-0.01, -0.03, 0.11], [0.03, 0.11, -0.02], [0.00, 0.04, -0.01], [0.01, -0.01, -0.01], [0.00, 0.01, 0.00], [0.00, -0.01, 0.00], [0.00, -0.01, -0.01], [-0.01, 0.02, 0.00], [0.08, 0.01, 0.02], [-0.11, 0.09, 0.03], [0.00, 0.01, 0.01], [0.00, 0.01, 0.01], [0.00, 0.00, 0.01], [0.00, 0.00, -0.01], [0.00, 0.00, 0.00], [0.00, -0.01, 0.00], [0.01, -0.02, 0.00], [0.00, 0.00, 0.00], [0.00, 0.00, 0.00], [0.00, 0.00, 0.00], [0.00, 0.00, 0.00], [0.00, 0.00, 0.01], [0.01, 0.06, -0.02], [-0.04, -0.05, -0.02], [0.00, 0.03, -0.02], [0.02, -0.01, 0.02], [-0.03, -0.03, -0.03], [0.02, 0.04, 0.01], [0.04, -0.03, 0.06], [0.05, 0.01, -0.13], [-0.02, -0.03, 0.02], [0.02, 0.03, -0.01], [-0.01, -0.02, 0.01], [0.01, 0.02, -0.01], [0.01, -0.02, -0.01], [-0.01, 0.00, 0.01], [-0.07, 0.01, 0.06], [0.03, 0.00, 0.00], [0.00, -0.01, -0.01], [0.00, 0.01, 0.01], [0.01, 0.00, 0.00], [0.00, 0.00, -0.01], [0.00, -0.01, 0.00], [0.00, 0.00, 0.00], [0.00, 0.00, 0.01], [0.00, 0.00, 0.00], [0.00, -0.01, 0.00], [0.00, 0.00, 0.01], [0.00, 0.00, 0.00], [0.00, 0.00, 0.00], [0.00, 0.00, 0.00], [-0.02, -0.01, -0.01], [0.01, 0.00, 0.00], [0.00, 0.00, 0.00], [0.00, 0.00, 0.00], [-0.01, 0.00, -0.01]],
  "mulliken_charge": [-0.1645, -0.5429, -0.5283, 0.6134, -0.5078, -0.7116, -0.8670, 0.7045, -0.3000, 0.5609, -0.8184, 0.2280, -0.9396, 0.4911, -0.1519, -0.5972, -0.3632, -0.6299, -0.4376, 0.4477, -1.0519, 0.3256, 0.1539, 0.2096, 0.4211, 0.3684, 0.3521, 0.3373, 0.4510, 0.3598, 0.3657, 0.3704, 0.4184, -0.1790, 0.7055, -0.5773, -0.5208, -0.7612, -0.0700, -0.6190, 2.3832, 0.5231, -0.4315, -0.6045, -0.4866, -0.7084, -0.4290, -0.6823, 0.2067, -0.8135, -0.4778, -0.7024, -0.1843, 0.4485, 0.3542, 0.3878, 0.3345, -0.0999, 0.4725, 0.3713, 0.3920, 0.4045, 0.1551, 0.5004, 0.3755, 0.4037, 0.3622],
  "relative_energy_kcal_mol": 0.0,
  "mol_weight_g_mol": 628.555,
  "lumo_energy_ev": 2.6,
  "e_tot_ev": -110219.273,
  "orbital_gap_ev": 6.28,
  "total_charge": -1
}



{
  "formula": "C33H26F12N4O3Ta",
  "method": "wB97M-V/def2-TZVPD",
  "elements": ["Ta", "C", "C", "C", "C", "C", "C", "C", "C", "C", "H", "H", "H", "H", "H", "H", "H", "H", "H", "H", "H", "H", "C", "C", "C", "C", "C", "N", "C", "C", "C", "C", "C", "C", "C", "C", "O", "C", "F", "F", "F", "C", "F", "F", "F", "C", "C", "C", "O", "C", "F", "F", "F", "C", "F", "F", "F", "H", "H", "H", "H", "H", "H", "H", "H", "H", "H", "H", "H", "N", "C", "O", "C", "C", "N", "C", "N", "H", "H"],
  "positions_angstrom": [[-0.152441, -0.025081, 0.359263], [0.383134, 3.283927, 2.259608], [1.067609, 1.955110, 2.349152], [2.438231, 1.830906, 2.167555], [3.107294, 0.639671, 2.448180], [4.590796, 0.526525, 2.255071], [2.385674, -0.445418, 2.942974], [1.011859, -0.380659, 3.118926], [0.271679, -1.510355, 3.769999], [0.342033, 0.806801, 2.735628], [0.290067, 3.691353, 3.269029], [-0.618860, 3.204495, 1.840392], [0.956820, 3.988738, 1.664474], [3.006877, 2.697205, 1.848854], [4.824105, -0.274016, 1.550555], [5.079611, 0.277054, 3.197677], [5.019874, 1.454259, 1.881867], [2.910365, -1.353437, 3.218811], [0.429117, -2.452812, 3.244631], [-0.795427, -1.315856, 3.820040], [0.642548, -1.632993, 4.789022], [-0.709378, 0.916126, 3.007822], [-5.846718, -3.353715, -2.523480], [-4.585523, -2.598855, -2.215017], [-3.880253, -1.913587, -3.192806], [-2.721704, -1.227076, -2.888411], [-2.205721, -1.200530, -1.593794], [-1.003356, -0.476356, -1.323914], [-0.253793, -0.012362, -2.470950], [0.219737, -0.972129, -3.360114], [0.917411, -0.601848, -4.491426], [1.153940, 0.741692, -4.765872], [1.911284, 1.155386, -5.996179], [0.708334, 1.692535, -3.854324], [0.026782, 1.338409, -2.691944], [-0.318544, 2.337750, -1.585004], [-0.007493, 1.763124, -0.338398], [-1.819530, 2.758862, -1.594055], [-2.612582, 1.704874, -1.813967], [-2.056083, 3.651752, -2.552479], [-2.172514, 3.286721, -0.419464], [0.571690, 3.614171, -1.623572], [0.446546, 4.339619, -2.731761], [1.861324, 3.247852, -1.508918], [0.285145, 4.409217, -0.592165], [-2.939829, -1.843362, -0.584665], [-4.100708, -2.532330, -0.916330], [-2.578781, -1.694164, 0.887852], [-1.229639, -1.410353, 1.091327], [-2.930201, -2.948937, 1.739097], [-2.277163, -2.922792, 2.900976], [-2.604740, -4.062946, 1.104504], [-4.243257, -2.970352, 2.019572], [-3.296911, -0.436945, 1.451522], [-4.557602, -0.306358, 1.123417], [-3.163040, -0.314801, 2.768773], [-2.612729, 0.649635, 0.902489], [-5.988544, -3.461337, -3.596910], [-6.715720, -2.831882, -2.118884], [-5.823884, -4.348137, -2.077949], [-4.239545, -1.910017, -4.214201], [-2.213300, -0.697822, -3.679682], [-0.001712, -2.014051, -3.164464], [1.276904, -1.364817, -5.171020], [1.634583, 0.538736, -6.850119], [2.985663, 1.036046, -5.842671], [1.723405, 2.197977, -6.246457], [0.918221, 2.727976, -4.068015], [-4.667829, -3.027706, -0.142293], [3.288025, -0.249564, -1.408960], [2.396088, -1.132443, -0.946286], [1.590587, -0.686294, 0.016357], [2.273003, -2.428467, -1.376920], [1.234377, -3.224484, -0.820028], [0.342636, -3.802131, -0.376065], [3.050388, -2.866972, -2.480917], [3.649428, -3.162764, -3.418246], [3.192483, 0.722004, -1.163134], [3.880534, -0.502670, -2.184187]],
  "atomic_forces_ev_per_a": [[0.13, -0.14, -0.08], [0.01, -0.01, 0.01], [-0.04, -0.06, 0.03], [0.02, 0.02, -0.02], [-0.01, 0.00, 0.01], [-0.02, 0.00, 0.00], [0.00, 0.01, 0.01], [-0.01, -0.03, -0.05], [0.01, 0.01, 0.01], [-0.11, -0.02, 0.13], [0.00, 0.00, 0.00], [0.00, 0.01, 0.00], [0.00, 0.00, 0.01], [0.00, 0.00, 0.00], [0.01, 0.00, 0.00], [0.00, 0.00, 0.00], [0.00, 0.00, 0.00], [0.00, 0.00, 0.00], [-0.01, 0.00, -0.01], [0.01, 0.01, 0.01], [0.01, -0.01, 0.00], [0.02, 0.03, 0.03], [0.01, 0.01, 0.03], [0.00, 0.00, 0.00], [-0.03, -0.02, 0.00], [0.10, 0.02, -0.01], [-0.21, -0.08, 0.02], [0.01, -0.12, -0.13], [0.03, 0.01, -0.06], [-0.02, -0.01, 0.04], [0.02, 0.00, -0.02], [0.01, 0.03, -0.01], [0.01, 0.00, 0.02], [-0.02, -0.04, 0.02], [-0.04, 0.02, 0.10], [0.09, 0.09, 0.00], [-0.39, -0.11, 0.02], [0.03, 0.02, -0.03], [0.00, 0.01, 0.01], [0.00, -0.03, 0.00], [0.00, 0.01, -0.02], [0.04, 0.01, 0.03], [0.01, -0.04, 0.00], [-0.01, -0.01, -0.01], [0.01, -0.01, -0.02], [0.09, 0.05, 0.10], [0.01, 0.02, -0.03], [-0.19, 0.05, -0.03], [0.22, 0.14, -0.11], [0.02, 0.01, 0.04], [-0.01, -0.01, -0.01], [-0.01, 0.01, 0.00], [0.00, 0.00, 0.00], [0.11, 0.00, 0.06], [0.00, -0.01, -0.03], [-0.02, 0.02, -0.04], [0.05, 0.09, 0.05], [0.00, 0.00, 0.00], [0.00, 0.00, -0.01], [0.00, -0.01, -0.01], [0.00, 0.00, 0.00], [-0.01, 0.00, 0.00], [0.01, 0.00, -0.01], [0.00, -0.01, 0.00], [0.00, 0.00, 0.00], [0.00, 0.00, -0.01], [0.00, 0.00, 0.00], [0.00, 0.04, 0.01], [-0.01, -0.01, 0.00], [-0.05, 0.03, 0.03], [0.11, -0.14, -0.11], [0.08, 0.14, -0.01], [-0.02, 0.07, 0.15], [-0.01, -0.03, -0.10], [0.02, 0.02, 0.05], [-0.14, -0.13, -0.08], [0.09, 0.08, 0.04], [0.01, 0.00, 0.00], [0.00, 0.01, 0.00]],
  "mulliken_charge": [0.4942, -1.5986, 0.7061, -0.4229, 0.7442, -1.6322, -0.6869, 1.5896, -1.9589, -1.4735, 0.4196, 0.2357, 0.4229, 0.4624, 0.3185, 0.4086, 0.3827, 0.5138, 0.3668, 0.2637, 0.5446, 0.7144, -1.5981, 0.3967, -1.2034, -0.2398, 0.8211, 1.7888, -0.7603, 0.2845, -1.1515, 0.5113, -1.6420, -0.7805, -1.0196, 1.8926, -0.5481, 0.2744, -0.1782, -0.2608, -0.2503, 0.0589, -0.2221, -0.2412, -0.2414, -0.7072, -0.9860, 1.3867, -0.4286, 0.3902, -0.1863, -0.2017, -0.2646, 0.6322, -0.2628, -0.2797, -0.0015, 0.3910, 0.3268, 0.3889, 0.4032, 0.4744, 0.8159, 0.4610, 0.4178, 0.2912, 0.4193, 0.5779, 0.6362, -0.1828, 0.0496, 0.2076, 0.7239, 0.0321, -0.5349, -0.5069, -0.5053, 0.2256, 0.2912],
  "relative_energy_kcal_mol": 7.6,
  "mol_weight_g_mol": 935.520,
  "lumo_energy_ev": -4.3,
  "e_tot_ev": -80907.080,
  "orbital_gap_ev": 7.05,
  "total_charge": 1
}